74
Properties=species:S:1:pos:R:3:lowdin_charge:R:1 method="wB97M-V/def2-TZVPD" charge=-1 max_force_ev_per_a=2.355 multiplicity=1 energy_ev=-36170.4793 orbital_gap_ev=6.0
O 0.8158 0.4319 1.5647 0.116
H 1.7418 0.1568 1.3654 0.049
H 0.8300 0.9132 2.4753 0.067
H 0.4934 1.0677 0.8404 0.080
C 2.7886 2.7305 2.7884 -0.137
C 1.7460 2.8411 3.8723 -0.499
O 0.8037 1.8278 3.8243 -0.329
H 3.2889 1.7545 2.7599 0.040
H 3.6436 3.4176 2.8418 0.057
H 2.2953 2.9006 1.8255 0.064
H 1.3289 3.8626 3.7915 0.082
H 2.1835 2.8991 4.8862 0.078
C -0.1957 4.1683 -1.6978 -0.113
C 0.2307 2.7464 -1.3725 -0.490
O -0.2773 2.2208 -0.1807 -0.341
H 0.1735 4.5746 -2.6449 0.054
H 0.2509 4.7791 -0.9096 0.065
H -1.2830 4.1344 -1.7730 0.063
H 1.3232 2.6137 -1.4632 0.081
H -0.2234 2.1016 -2.1450 0.052
C -0.3119 0.8673 -6.1220 -0.073
C -0.6831 0.1593 -4.8285 -0.442
C 0.5256 -0.1780 -3.9661 -0.234
O 0.1634 -0.7847 -2.7443 -0.183
C 1.2135 -0.8124 -1.8002 -0.105
N -1.6601 0.9640 -4.0706 0.058
H -1.2344 1.0130 -6.6855 0.074
H 0.3646 0.3034 -6.7655 0.072
H 0.1175 1.8523 -5.9258 0.078
H -1.1322 -0.8070 -5.0847 0.133
H 1.1374 0.7102 -3.7630 0.122
H 1.1663 -0.8149 -4.5958 0.122
H 1.7363 0.1346 -1.6329 0.071
H 1.9678 -1.5416 -2.1176 0.086
H 0.7253 -1.0600 -0.8587 0.083
H -1.1797 1.8516 -3.9279 0.057
H -1.6503 0.5526 -3.1385 0.032
C -2.5775 -1.0029 0.3331 -0.046
C -3.1293 -0.1559 -0.7941 -0.467
C -4.5944 -0.5019 -1.1025 -0.184
O -4.7463 -1.8558 -1.5411 -0.197
C -4.2537 -2.1190 -2.8278 -0.127
N -3.0127 1.2561 -0.4644 0.052
H -3.3070 -1.0719 1.1495 0.081
H -1.6246 -0.6459 0.7165 0.067
H -2.5605 -2.0676 0.0795 0.072
H -2.5392 -0.4104 -1.6853 0.090
H -4.9282 0.1456 -1.9213 0.114
H -5.2072 -0.2844 -0.2294 0.123
H -4.7155 -1.4889 -3.5929 0.088
H -4.4273 -3.1691 -3.0692 0.081
H -3.1621 -2.0312 -2.8461 0.076
H -3.2988 1.9033 -1.1965 0.064
H -2.0007 1.4688 -0.4674 0.029
C 2.7195 -1.0205 4.2769 -0.058
C 1.3957 -1.6831 4.6299 -0.410
C 1.1907 -2.9951 3.8853 -0.218
O 0.6988 -2.7361 2.5732 -0.192
C 0.9113 -3.8255 1.6857 -0.109
N 1.3537 -1.9573 6.1011 0.025
H 2.5066 -0.5413 3.3223 0.041
H 3.5647 -1.7083 4.1929 0.074
H 2.9626 -0.2358 4.9898 0.084
H 0.6075 -0.9469 4.4664 0.140
H 0.4319 -3.6350 4.3517 0.119
H 2.1465 -3.5347 3.8768 0.119
H 0.3300 -3.6272 0.7855 0.081
H 0.6725 -4.7965 2.1206 0.083
H 1.9500 -3.7687 1.3412 0.081
H 0.4559 -2.4218 6.2283 0.057
H 2.0229 -2.7034 6.2910 0.058
O 3.2928 -0.1466 0.7402 -0.030
H 3.9258 -0.8623 0.6283 0.072
H 3.7216 0.6256 0.3512 0.078